# 1
ORCA calculation (wB97M-V/def2-TZVPD) on C32H28IrN5O4PS2 as an isolated structure.

Properties
**HOMO-LUMO gap**: 7.498 eV
**Energy above the lowest of the compared OMol25 structures with the same formula, charge and spin**: 0.0 kcal per mole
**Net charge**: -1

Each line ends with the Löwdin charge.
Geometry (Å):
Ir1 0.24796 -0.49044 0.31344  1.08
S1 -1.26467 -2.21577 0.15959  0.56
S2 6.30950 -1.70902 3.54328  0.39
P1 2.32565 -0.67906 -2.21559  0.77
O1 6.66874 -2.85492 2.72260  -0.37
O2 1.51647 1.12795 0.55003  -0.25
O3 6.37593 -1.93619 4.97665  -0.36
O4 6.90842 -0.45120 3.10817  -0.38
N1 -1.33697 0.53556 1.03716  -0.25
N2 0.48487 -0.81112 2.37046  -0.04
N3 1.34895 -1.16106 -1.10790  -0.44
N4 -2.52195 -0.12186 1.35541  -0.01
N5 -3.69018 -2.07306 1.24973  0.04
C1 0.33829 5.08729 0.75579  -0.12
C2 2.63456 -0.01699 3.24350  -0.03
C3 2.10789 -1.64325 -3.74678  -0.28
C4 2.44513 -2.27134 2.39747  -0.03
C5 4.39458 -0.51800 -0.44371  -0.05
C6 6.65016 -1.25494 -0.80575  -0.06
C7 1.13968 1.84420 -2.41993  -0.09
C8 2.07192 3.70345 -3.62121  -0.09
C9 5.03350 -1.44697 -2.57645  -0.10
C10 1.39195 -1.90973 -6.03429  -0.09
C11 -1.35565 1.81544 1.16979  -0.08
C12 -0.58857 4.09976 0.97504  -0.07
C13 2.12605 -3.82383 -4.78136  -0.08
C14 5.69023 -0.68529 0.02177  -0.05
C15 3.97791 -0.23420 3.50592  -0.04
C16 4.55680 -1.46337 3.21772  -0.27
C17 2.01580 3.39003 0.40484  -0.02
C18 1.06862 3.16998 -2.82816  -0.08
C19 1.62145 -1.09865 -4.92906  -0.07
C20 3.14832 2.91099 -4.00608  -0.08
C21 1.88245 -1.04247 2.69480  -0.31
C22 1.64780 -3.26962 -5.96324  -0.10
C23 2.34731 -3.01653 -3.67902  -0.09
C24 1.65961 4.71140 0.46989  -0.09
C25 3.79116 -2.47773 2.66386  -0.04
C26 -2.54871 -1.36031 0.96905  -0.88
C27 4.05744 -0.90600 -1.74466  -0.29
C28 3.22040 1.59135 -3.59122  -0.08
C29 1.07770 2.34810 0.61708  -0.38
C30 2.21352 1.04910 -2.79239  -0.29
C31 6.32695 -1.62396 -2.10368  -0.09
C32 -0.26394 2.72864 0.91158  -0.15
H1 1.84600 -3.03784 1.91912  0.11
H2 3.93792 3.32706 -4.61920  0.10
H3 4.27385 -3.41392 2.41726  0.11
H4 2.41066 5.47224 0.29269  0.10
H5 7.64312 -1.43209 -0.41292  0.11
H6 1.47068 -3.90109 -6.82500  0.10
H7 -2.30168 2.24286 1.49318  0.12
H8 1.41842 -0.03713 -4.99200  0.10
H9 5.96136 -0.41559 1.03604  0.08
H10 -4.51148 -1.51569 1.42010  0.08
H11 7.07594 -2.07032 -2.74660  0.10
H12 2.70274 -3.44820 -2.75064  0.11
H13 0.23674 3.78516 -2.50819  0.11
H14 2.32084 -4.88699 -4.71925  0.10
H15 -3.82986 -2.90560 0.70375  0.07
H16 2.18184 0.94998 3.43222  0.11
H17 -1.61411 4.36737 1.20776  0.10
H18 1.01058 -1.47524 -6.94984  0.10
H19 0.05701 6.13033 0.80811  0.09
H20 4.78421 -1.75162 -3.58603  0.10
H21 -0.07343 -1.63050 2.60422  0.09
H22 3.03033 3.08849 0.17561  0.12
H23 3.62802 -0.10508 0.20489  0.09
H24 0.35698 1.42235 -1.80035  0.08
H25 4.07241 0.98308 -3.87292  0.11
H26 0.12551 -0.03727 2.92600  0.11
H27 2.02336 4.73918 -3.93402  0.10
H28 4.59773 0.55438 3.91181  0.12

# 2
ORCA calculation (wB97M-V/def2-TZVPD) on a 2-piece molecular cluster, C2H4N3P overall at a distorted geometry.

Properties
**HOMO-LUMO gap**: 7.595 eV
**Energy above the lowest of the compared OMol25 structures with the same formula, charge and spin**: 116.9 kcal per mole

Each line ends with the Löwdin charge.
Geometry (Å):
P1 -1.36542 -0.65506 0.82949  0.86
N1 -2.17116 0.12953 -0.37147  -0.34
N2 2.56858 -0.68159 0.81478  0.09
N3 -1.39826 0.86145 -1.20162  -0.06
C1 0.10078 0.01297 0.20959  -0.29
C2 -0.13899 0.80768 -0.92592  -0.31
H1 2.80934 -0.20976 1.66717  -0.06
H2 0.73400 1.28064 -1.36821  0.10
H3 -3.05529 -0.12832 -0.76460  0.09
H4 1.91641 -1.41754 1.11080  -0.07

# 3
ORCA calculation (wB97M-V/def2-TZVPD) on C38H36N9O9SiTa as an isolated structure at a distorted geometry.

Properties
**HOMO-LUMO gap**: 7.626 eV
**Energy above the lowest of the compared OMol25 structures with the same formula, charge and spin**: 12.6 kcal per mole

Each line ends with the Löwdin charge.
Geometry (Å):
Ta1 -0.10953 -0.15536 -0.91703  2.03
Si1 0.13667 2.78174 -3.01093  0.54
O1 4.83267 2.86874 0.79357  0.08
O2 3.63817 1.93754 -0.71893  0.05
O3 1.03987 -0.87926 0.72987  -0.15
O4 1.16717 1.50124 -0.28923  -0.19
O5 -1.52723 0.60754 2.63417  0.07
O6 3.18087 3.95124 5.02967  0.08
O7 1.24647 3.26304 5.65957  0.08
O8 -1.16633 0.78584 0.46647  -0.18
O9 -0.29443 -1.52766 -2.42113  -0.21
N1 -2.28663 -2.83296 1.89957  0.01
N2 -2.38483 0.04644 -2.09883  0.10
N3 -6.07183 -3.04416 7.46527  0.17
N4 2.12207 3.39104 4.82717  -0.37
N5 1.90867 -0.63626 -1.60683  -0.09
N6 3.77807 2.41304 0.39107  -0.32
N7 -0.49053 1.22474 -2.45973  -0.17
N8 2.84117 -0.70676 -0.64253  0.09
N9 -1.26203 -1.99486 0.14527  -0.02
C1 0.44047 1.72104 1.95917  -0.04
C2 -0.75323 -3.23566 0.39197  -0.10
C3 -4.57393 -4.09746 4.50647  -0.01
C4 3.74547 -0.23546 -3.14723  -0.01
C5 -1.39503 3.94394 -3.12753  -0.16
C6 -3.37923 0.54754 -4.62473  -0.05
C7 -4.33203 -1.26256 -1.46043  -0.02
C8 2.66957 2.41484 1.29267  -0.05
C9 1.41337 -0.88296 -3.88903  -0.01
C10 1.33977 3.77064 -1.92143  -0.16
C11 -0.83953 0.98994 1.69977  -0.53
C12 -4.11413 -0.19966 -3.71013  -0.03
C13 -2.16693 1.07054 -4.24723  -0.05
C14 -3.11483 -2.88966 3.03817  -0.17
C15 5.04747 -0.79916 3.80117  -0.08
C16 -5.45303 -3.01196 6.50157  -0.19
C17 -1.68123 0.82004 -2.94943  -0.46
C18 3.25377 -0.84226 1.68537  -0.14
C19 -3.22963 -1.75276 3.83477  0.03
C20 2.78337 -0.80106 2.99697  -0.02
C21 1.06697 2.53354 -4.67483  -0.16
C22 0.69017 2.19264 3.22757  0.09
C23 -3.79173 -4.06006 3.36857  0.00
C24 -3.57523 -0.43746 -2.45603  -0.31
C25 -4.67783 -2.96776 5.31817  -0.23
C26 -0.60693 -2.13556 -4.71123  0.01
C27 3.68407 -0.77266 4.04627  -0.07
C28 2.88657 2.91814 2.56257  0.10
C29 1.89347 2.84114 3.52447  -0.13
C30 -4.00603 -1.79366 4.97457  0.01
C31 2.31677 -0.55436 -2.85603  -0.29
C32 1.40217 1.85954 0.90427  -0.27
C33 -1.38593 -3.77386 1.47247  -0.02
C34 4.62857 -0.86126 1.44417  -0.02
C35 5.51917 -0.83766 2.49807  -0.07
C36 2.32227 -0.81666 0.54787  -0.42
C37 -2.16983 -1.78236 1.06847  -0.14
C38 0.19517 -1.47286 -3.61663  -0.41
H1 0.92467 4.02814 -0.95253  0.04
H2 -5.38463 -1.29996 -1.73263  0.08
H3 -0.05963 2.06044 3.99507  0.14
H4 -1.23913 -4.70496 1.98147  0.13
H5 -2.01463 3.81274 -2.24423  0.03
H6 1.75927 -0.81956 -4.90903  0.12
H7 6.58227 -0.84316 2.30927  0.10
H8 2.26267 3.22964 -1.76333  0.00
H9 3.32407 -0.73996 5.06367  0.11
H10 -2.69173 -0.85366 3.57287  0.09
H11 3.83967 3.37164 2.79477  0.14
H12 -2.02573 3.76994 -3.99153  0.01
H13 -1.57143 1.64364 -4.93253  0.09
H14 -4.08483 -0.92546 5.61007  0.13
H15 -3.75683 0.70704 -5.62503  0.11
H16 4.08597 0.48894 -2.40913  0.06
H17 -3.71593 -4.93226 2.73627  0.12
H18 -3.93853 -2.27806 -1.43553  0.09
H19 -5.09033 -0.57656 -3.96583  0.11
H20 -5.10413 -4.99766 4.77697  0.12
H21 -1.09443 4.98604 -3.15813  0.03
H22 1.17177 3.48794 -5.18143  0.03
H23 3.85817 0.15504 -4.15403  0.08
H24 -1.31673 -1.41786 -5.12123  0.07
H25 4.97237 -0.87686 0.42317  0.11
H26 -2.74293 -0.88356 1.16087  0.13
H27 -1.17783 -2.96046 -4.29153  0.09
H28 0.57017 1.84494 -5.35183  0.01
H29 0.03217 -2.49646 -5.51163  0.08
H30 5.74237 -0.78396 4.62807  0.10
H31 2.06897 2.15394 -4.49903  0.02
H32 4.36487 -1.12316 -3.03213  0.10
H33 1.58197 4.69614 -2.43363  0.04
H34 0.02677 -3.64736 -0.21893  0.12
H35 1.71837 -0.78256 3.18207  0.12
H36 -4.22793 -0.83386 -0.46973  0.07

# 4
ORCA calculation (wB97M-V/def2-TZVPD) on a 2-piece molecular cluster, C18H39B2FN2O11PS overall at a distorted geometry.

Properties
**HOMO-LUMO gap**: 7.784 eV
**Net charge**: -1

Each line ends with the Löwdin charge.
Geometry (Å):
S1 -3.97201 2.65405 1.82093  0.70
P1 -6.26390 -0.26791 -0.41648  0.89
F1 -5.50388 3.12406 1.71932  -0.17
O1 -3.62796 2.66171 3.19040  -0.24
O2 -6.70429 -0.32085 -2.04019  -0.31
O3 -1.67717 3.16868 -2.28096  0.08
O4 -3.77094 -0.18806 -0.86770  -0.04
O5 -2.71352 0.58634 1.00435  0.02
O6 -1.61280 0.62022 -1.20987  0.01
O7 1.54958 1.51919 0.15489  -0.17
O8 -2.58589 -2.61020 0.94695  0.12
O9 -1.37217 -2.56837 -1.07596  -0.03
O10 -3.21890 3.54280 1.02413  -0.23
O11 -3.40449 4.40544 -1.79018  0.13
N1 -5.79929 -1.89322 -0.09754  -0.15
N2 -3.60479 -0.27316 4.47710  0.09
C1 -3.02496 3.35533 -2.11795  -0.54
C2 0.32976 0.76007 0.33225  -0.14
C3 -2.16332 -2.82393 -2.25581  -0.05
C4 8.36646 -0.86548 -0.70899  -0.27
C5 9.20880 -2.01216 -0.15893  -0.12
C6 2.74621 1.01416 2.17799  -0.07
C7 -4.96322 1.99851 -1.22385  -0.13
C8 7.22174 -0.45648 0.21709  -0.23
C9 -4.67685 0.75341 -0.34381  -0.44
C10 1.97793 2.09740 1.37306  -0.27
C11 6.17752 -1.54371 0.47572  -0.23
C12 5.49658 -2.10381 -0.77365  -0.27
C13 -4.02940 0.95323 1.10226  -0.40
C14 -4.57507 0.07699 2.29056  -0.11
C15 4.70288 -1.05264 -1.54065  -0.10
C16 -3.51513 -0.45164 3.24542  -0.23
C17 -0.22677 0.49632 -1.08176  -0.19
C18 -3.99585 2.22999 -2.41709  -0.05
B1 -2.09276 -1.83336 -0.11783  -0.46
B2 -2.40351 -0.15776 -0.26131  -0.80
H1 2.09451 0.16102 2.35500  0.06
H2 10.02903 -2.24401 -0.84130  0.07
H3 9.01424 0.00272 -0.86144  0.10
H4 -4.60085 2.61940 -3.24144  0.12
H5 3.01871 1.44090 3.14849  0.07
H6 -5.19080 -0.76416 1.97173  0.09
H7 4.21177 -1.50612 -2.40296  0.07
H8 5.34493 -0.25040 -1.90897  0.07
H9 3.62573 0.74465 1.59584  0.05
H10 -4.95158 2.93763 -0.66944  0.09
H11 -1.78719 -2.18336 -3.05871  0.09
H12 -1.30269 3.43422 -1.42711  0.12
H13 5.41116 -1.13297 1.14073  0.10
H14 7.63895 -0.14188 1.17963  0.11
H15 -1.87956 -3.18958 1.26587  0.10
H16 9.64182 -1.74767 0.80840  0.07
H17 4.81549 -2.90287 -0.46838  0.10
H18 3.93263 -0.60951 -0.90579  0.07
H19 -3.20455 -2.56962 -2.04093  0.09
H20 -4.88264 -1.97673 0.33326  0.01
H21 -7.62888 -0.58958 -1.99668  0.02
H22 0.62259 -0.19529 0.78484  0.12
H23 -3.51931 1.32650 -2.78617  0.12
H24 -5.24135 0.71430 2.88297  0.10
H25 -0.32319 1.36516 0.96473  0.13
H26 0.22432 1.25844 -1.72780  0.12
H27 -6.51941 -2.38276 0.41317  0.02
H28 -2.04491 -3.87413 -2.52434  0.08
H29 1.15365 2.52975 1.95231  0.11
H30 8.61978 -2.92199 -0.03376  0.06
H31 6.63911 -2.36958 1.02597  0.10
H32 -4.44710 0.26167 4.69780  0.04
H33 6.73170 0.42823 -0.19899  0.10
H34 0.18110 -0.46304 -1.43383  0.12
H35 7.97958 -1.13441 -1.69560  0.10
H36 6.23357 -2.56822 -1.43614  0.10
H37 -5.96154 1.96521 -1.65916  0.09
H38 -2.62559 -0.97039 2.91502  0.10
H39 2.66816 2.90333 1.11129  0.11